C3H4BrNO in the gas phase at a distorted geometry. Source: the OMol25 dataset; level of theory: the ωB97M-V functional and the def2-TZVPD basis.

```
10
Properties=species:S:1:pos:R:3:forces:R:3
H 0.62181 -1.15562 0.70308 0.888 0.701 -1.172
O -0.82940 1.44242 0.18093 -0.536 1.038 0.354
H 0.63437 2.42769 -0.95205 -0.924 -1.494 0.454
C 0.54132 -0.79089 -0.35300 -3.825 -2.424 1.808
H 0.19107 -1.51289 -1.10131 0.221 -0.205 0.588
C 0.25986 1.40986 -0.60726 1.494 1.261 -0.412
C -1.36344 0.28098 0.64996 0.959 -2.389 -0.153
Br -3.11192 -0.09636 -0.14952 0.423 0.245 0.266
H -1.45102 0.12264 1.77547 0.398 0.699 -1.700
N 0.87931 0.34332 -0.89272 0.902 2.568 -0.034
```
Forces are in eV/Å.

* highest occupied orbital energy: -0.2939 Eh
* E_LUMO: 0.32 eV
* multiplicity: 1
* orbital gap: 8.32 eV
* energy: -76752.123 eV
* energy above the lowest of the compared OMol25 structures with the same formula, charge and spin: 78.33 kcal/mol